DFT (ωB97M-V/def2-TZVPD) results for a molecular structure, C36H42BrCsF2N9O6P2.

```
! wB97M-V def2-TZVPD RIJCOSX def2/J DEFGRID3
* xyz -1 1
C -0.1952 1.8272 -2.7159
H 1.2196 1.3662 -0.2745
N -1.7130 -4.1206 1.3046
H -2.9919 2.3522 5.3283
C 2.8444 -2.5709 -1.0311
C -3.4938 0.9062 -5.2130
C -2.0259 -0.8722 -4.3953
H 2.0704 4.5054 1.6431
H 0.1264 -1.7097 6.1295
P 0.7631 1.6934 2.1672
C 4.1351 -2.0872 -1.0239
N 1.8736 0.6767 1.5202
O 3.3407 -4.2380 0.6116
Br 3.2509 4.7229 -1.7284
H 3.7102 0.5386 2.4089
H 0.0270 3.8772 -6.5136
N 1.9591 -2.2777 -1.9816
C -2.2603 0.3253 -5.0956
C -2.0669 -1.8304 4.7502
N -1.0163 -0.7859 4.6483
C 2.5677 3.5185 1.8444
H 3.0265 -0.9733 1.7616
H 4.8096 -2.3780 -0.2001
O -1.4376 -0.5367 1.9780
O -0.2912 2.1887 1.3116
H -3.0995 -2.3832 -3.2029
C 0.6752 3.6250 -1.3554
H 0.9091 4.6549 3.6832
C 2.7596 -0.1157 2.2967
H -2.8152 -1.5507 5.4972
C -1.0950 0.9771 -5.7150
C -3.0265 -5.5545 2.7199
H 5.5070 -0.8191 -2.0666
H 1.6976 -1.3523 -3.8642
C -4.5667 0.4267 -4.4312
C 0.2773 -1.2462 5.1936
C 1.9282 0.6511 0.0693
C 2.4917 -3.5065 0.1291
N 1.1859 -3.5059 0.5390
N 1.7815 2.7956 2.9659
C -3.1536 -1.4137 -3.7124
C 0.9225 0.7032 -7.0606
H -3.9330 -6.0794 2.9414
C -3.3184 1.7091 2.6129
H -4.3243 1.8323 3.0386
H -3.3723 0.9182 1.8495
H 2.3651 -0.3699 3.3093
C -4.3826 -0.6987 -3.6857
H 0.3669 -5.7240 3.3750
N 2.1146 2.4752 -2.8959
C 1.4422 3.7943 4.0305
H -0.0852 -0.8905 -6.1082
C 4.4949 -1.2129 -2.0030
C -0.3892 2.8622 -1.7406
C -0.6191 -5.4121 3.0394
H 2.5536 2.8850 1.0477
H -1.3080 1.7474 5.3260
C 1.8593 3.4073 -2.0497
H 3.5208 3.7692 2.2533
C 2.3554 -1.4929 -2.9978
N -2.4079 1.2389 3.6382
C 0.0347 2.7909 -6.4966
H 3.8536 -0.2175 -3.8704
N -1.0108 2.2932 -5.7877
C -0.5963 -4.4424 1.9923
C -1.8500 -5.9452 3.3635
C 0.8131 -3.7946 1.8168
O 0.2180 0.9560 3.4353
F -3.5929 2.0461 -5.9501
H 0.9214 -1.9059 4.6028
H -3.7381 -4.4767 1.0497
H 1.2823 0.9092 -4.0214
H 1.8416 2.6038 -7.7363
H 0.8725 -0.3258 5.3283
H -1.7964 3.1538 4.3331
H -2.5157 -1.9406 3.7327
H -5.4763 0.9693 -4.3971
C 3.5797 -0.9120 -3.0403
H -1.6227 -2.7983 4.8664
C -2.8793 -4.6610 1.6794
Cs -0.9980 -1.6829 -0.7539
O -1.5694 2.9436 -1.0859
H 1.6192 -0.3096 -0.3413
H 0.6167 4.4381 -0.6232
F -5.4503 -1.1809 -3.0070
H 2.9080 0.8114 -0.2993
H 2.4199 4.1909 4.3631
H -2.2624 2.4165 -1.5425
C 1.0609 1.6616 -3.2604
O 1.4739 -3.6577 2.8100
C -2.0864 2.1539 4.6842
H 1.5943 0.0357 -7.5761
C -0.0505 0.1600 -6.2830
H -1.9779 -6.8094 4.0783
C 1.0220 2.0675 -7.1562
P -1.2070 0.1484 3.2540
H -2.8564 2.5405 2.1051
H 0.9412 3.2808 4.8996
H -1.0805 1.2267 -3.0668
*
```

For the energy relative to the best compared isomer or geometry (same formula, charge and spin), the calculation gives 137.0 kJ/mol. Its molar mass is 1009.5 g mol⁻¹. For the total energy, the calculation gives -5818.043308 Ha.


DFT (ωB97M-V/def2-TZVPD) results for a molecular structure, C36H42BrN4O3PTeZr.

```
! wB97M-V def2-TZVPD RIJCOSX def2/J DEFGRID3
* xyz 0 1
N 1.2039 -0.9971 1.7215
C -2.3480 -0.8375 1.6965
H 2.0131 -2.2971 3.0972
C 4.7732 -0.4725 -3.9151
C 1.5062 1.2682 2.3300
H -2.0626 3.3345 2.6823
C 0.5555 -3.4737 2.0772
H -0.5514 -5.3136 -0.7186
Br 2.1802 -2.0545 -1.1245
H 0.7726 3.5411 -4.7214
H 3.1217 3.0484 4.7924
C 1.9604 1.0421 -1.0454
H 5.4536 -0.8711 -4.6556
Zr 0.0406 -0.0443 -0.0336
C -4.1637 -3.3653 1.7724
H 0.3191 3.5290 2.1352
H -2.6140 -0.0381 3.6159
C -4.2253 0.3589 -2.5731
H -0.5489 3.0872 0.6755
C -3.2479 -2.9771 0.8142
H 5.3148 1.5599 -4.2409
C 3.7987 1.4004 -2.7222
H 0.7570 -4.0757 2.9656
N 0.5240 1.5181 1.5114
O -0.9721 1.6717 -1.0132
C -1.5259 2.4117 2.4454
Te -0.6015 -0.6121 -3.1375
C 3.7654 2.7904 -2.4726
C 3.1235 -0.8332 -2.2308
C -0.6697 -4.5008 0.0041
H 1.3221 2.8958 -0.1941
C -3.6818 -1.8299 3.6280
H -1.2646 1.9259 3.3909
C 1.6141 -2.3654 2.0803
H -1.0741 1.8598 -4.9728
H -3.7467 -0.0627 -3.4610
H -3.3126 -3.5262 -0.1159
H -3.3743 1.3417 2.1411
H -4.6926 -0.4577 -2.0238
H -1.5108 -4.7758 0.6411
H 0.7160 2.4150 -3.3620
H 5.1491 1.8926 4.4017
O -3.2177 0.8954 -1.6944
C -2.8858 -0.8881 3.0020
H 0.7995 -5.4343 1.2151
C -0.2606 2.7351 1.6647
C 4.6900 0.8693 -3.6865
C 1.8845 2.1237 3.4084
H -2.7037 2.0936 0.7022
C 2.9041 3.2778 -1.5390
H 3.7604 -1.3276 2.1290
C 2.9361 0.5439 -1.9765
C 4.3889 0.3707 3.1583
C 2.0763 -0.0824 2.1933
H -1.8674 -3.3956 -1.4251
H 4.0645 -2.4223 -3.2829
N -1.1605 -2.0321 0.0274
H 1.4444 -4.1710 0.2183
C 3.0849 2.2499 4.0583
C 0.5925 -4.4229 0.8577
H 5.3764 -0.0789 3.1434
H -0.1738 -3.0530 -1.4882
H -5.7074 1.8260 -2.0431
C -2.4428 1.5329 1.6029
H 0.0757 4.0550 -3.1733
H -1.7119 3.5123 -4.8849
C 4.2702 1.5323 3.8825
H -3.8926 -1.6259 4.6726
C -0.9874 -3.2359 -0.7935
C 0.1782 3.2178 -3.8652
P -1.7553 1.2183 -2.2261
C -1.1739 2.7416 -4.3359
C -2.1906 -2.0348 0.8543
N -1.8795 0.2668 1.1425
C -5.2292 1.4288 -2.9386
C -4.3105 -2.9359 3.0830
C 3.4094 -0.3753 2.5019
H 1.1182 2.8153 3.7309
H -4.9979 -3.4853 3.7134
H -0.4332 -3.0506 2.2396
C 3.9812 -1.3517 -3.1530
O -2.0548 2.4082 -3.2386
H 2.4534 -2.7068 1.4632
H 4.4343 3.4410 -3.0239
C 2.0140 2.4122 -0.8673
H -4.7381 2.2470 -3.4639
H -4.8291 -4.1641 1.4606
H -6.0003 1.0083 -3.5857
H 2.8709 4.3402 -1.3258
*
```

For the energy relative to the best compared isomer or geometry (same formula, charge and spin), the calculation gives 21.0 kJ/mol. Its molar mass is 908.5 g mol⁻¹. For the total energy, the calculation gives -5072.347657 Ha.


DFT (ωB97M-V/def2-TZVPD) results for a molecular structure, C36H42N6ReS5Sb.

```
! wB97M-V def2-TZVPD RIJCOSX def2/J DEFGRID3
* xyz 3 2
C 0.5192 0.6152 -2.6362
C 2.3834 2.9321 2.1200
N 0.1778 0.7228 1.0454
H 0.4119 3.3193 -0.6629
N -0.1497 1.6996 -1.8719
H 0.8786 -0.0149 0.9055
Re -1.4483 0.6595 -0.1830
H -1.4609 -0.1935 6.7833
C 0.3023 -1.1973 3.4778
H 1.7320 3.4580 1.4315
N 1.6754 -1.5039 -0.1475
H 3.7754 -4.7510 -0.3160
C -3.1958 -0.2234 2.2892
H -2.4385 -3.9096 1.6609
S -2.0819 2.7770 0.3330
H -1.0490 1.5195 5.0401
H -0.7471 -2.5274 6.4079
C 1.5163 1.1858 -3.6627
C -1.5923 -2.7976 -2.5616
N -1.8488 -1.6497 -3.1849
H -0.2115 4.0400 -4.1978
C -2.2604 -1.6943 -4.4567
C 0.8981 2.5795 -1.2956
H -2.2642 -5.0309 -5.0074
C 3.6649 -0.1235 0.1263
H -0.3833 2.4419 -4.9336
H 3.6838 0.4169 -0.8239
H 4.0545 4.2286 1.7952
H -2.7613 -2.8880 -6.1706
C 1.9138 1.8296 2.8318
H -1.8102 1.9239 -3.1436
H -2.9905 0.3225 -4.4315
S -3.7399 3.3423 -0.7500
C 4.4836 2.7210 3.2652
C -0.7483 0.4903 4.8815
N -2.3903 -0.5771 1.2506
C 3.0156 -1.4677 -0.0482
H -1.5424 -4.9563 -2.6307
C 3.7997 -2.6150 -0.1132
H 2.5558 1.0098 -3.3924
H -1.6291 0.0451 -5.5459
H 0.8087 -1.4739 2.5598
H 1.4836 4.3480 -2.4738
H 4.8749 -2.5376 -0.0238
C -3.4989 -2.5261 2.8912
S -3.1905 0.2426 -1.5961
H -4.4225 -0.8840 3.9008
C -2.6544 -2.8672 1.8449
C -0.1225 2.9704 -4.0188
C -3.5251 1.1983 2.6185
H 2.7732 3.1535 -2.2858
H 2.3189 0.3549 4.3552
H 3.1309 0.4811 0.8605
C -0.1058 0.1111 3.7092
H 0.3761 -3.1696 4.3047
C 0.0584 -2.1465 4.4572
C 3.1903 -3.8416 -0.2756
C 3.9947 1.6418 3.9848
C -2.5478 -0.3841 -5.1349
S -4.6903 1.5998 -1.2199
C 1.0826 -2.6979 -0.3160
C -1.7325 -4.0383 -3.1725
H -4.0355 1.2275 3.5784
H -0.2557 0.0226 -3.1170
H 1.8998 3.0602 -4.4601
H 1.0360 -0.0318 -1.9266
H -3.2373 -0.5147 -5.9665
H 1.3485 0.7879 -4.6616
H 1.5440 1.9686 -0.6724
C -2.4154 -2.8951 -5.1456
H 5.4898 3.0750 3.4448
C -0.9756 -0.4710 5.8572
C -2.1404 -4.0829 -4.5008
N 1.3148 2.6691 -3.7210
C -0.9632 2.5174 -2.8101
C 3.6780 3.3691 2.3333
Sb -1.0351 -3.1478 -0.4964
C 1.8056 -3.8838 -0.3694
H -4.1938 1.6287 1.8716
H 1.2972 -4.8334 -0.4813
C -3.7669 -1.1977 3.1010
H -1.3472 3.3753 -2.2658
H -2.6412 1.8241 2.6860
C 1.6999 3.2831 -2.4105
H 4.6958 -0.2243 0.4596
S 0.2120 1.4037 2.5433
H 4.6171 1.1522 4.7214
C -2.1158 -1.8897 1.0226
H -3.9388 -3.2917 3.5172
C 2.6972 1.1879 3.7793
C -0.5737 -1.7822 5.6427
*
```

Its molar mass is 1027.1 g mol⁻¹. For the total energy, the calculation gives -4034.106843 Ha.